Here is a structure of composition C45H47Cl3N5OPPt from OMol25. Energies are from the ωB97M-V functional and the def2-TZVPD basis.

```
! wB97M-V def2-TZVPD RIJCOSX def2/J DEFGRID3
* xyz 0 5
Pt 0.2397 -0.0043 0.0537
C -3.2217 5.2781 3.4089
C -2.0725 5.3888 2.6403
C -1.4607 4.2485 2.1422
C -1.9938 2.9857 2.3909
C -3.1590 2.8852 3.1492
C -3.7597 4.0250 3.6640
P -1.1676 1.5501 1.5557
C -1.7427 0.1047 2.4910
C -1.7453 0.1133 3.8629
C -2.1914 -0.9881 4.6063
C -2.7209 -2.1107 3.9315
C -2.6362 -2.2157 2.5834
C -1.9107 -1.2053 1.7488
C -2.0639 1.5608 -0.0381
C -3.3036 2.1239 -0.3191
C -3.8117 2.0204 -1.6070
C -3.0851 1.3497 -2.5846
C -1.8424 0.7969 -2.2954
C -1.2818 0.9244 -1.0238
H -3.7037 6.1643 3.8017
H -1.6539 6.3660 2.4349
H -0.5616 4.3366 1.5420
H -3.6028 1.9166 3.3287
H -4.6556 3.9310 4.2654
H -1.4622 1.0216 4.3839
H -2.2153 -0.9385 5.6865
H -3.2049 -2.8923 4.5063
H -3.0895 -3.0507 2.0625
H -2.5104 -1.0119 0.8447
H -3.8692 2.6254 0.4576
H -4.7776 2.4498 -1.8433
H -3.4914 1.2629 -3.5872
H -1.3152 0.2642 -3.0837
C -0.5217 -1.6024 1.2202
C 0.2661 -2.7353 1.5265
C -0.0489 -3.7742 2.4530
C 0.8408 -4.7896 2.7351
C 2.0834 -4.8618 2.1161
C 2.4112 -3.8968 1.1650
C 1.5323 -2.8825 0.8704
H -0.9967 -3.7584 2.9611
H 0.5595 -5.5498 3.4550
H 2.7757 -5.6575 2.3582
H 3.3644 -3.9492 0.6514
H 1.7902 -2.1532 0.1145
Cl -0.6247 -2.5217 -1.7902
C -1.4510 -3.0701 -3.2691
Cl -0.7464 -2.3457 -4.7181
H -2.4883 -2.7637 -3.2110
H -1.3505 -4.1461 -3.3413
C 4.8308 -0.8721 -6.9089
C 3.5725 -0.0289 -7.1690
C 2.8407 -0.6385 -8.3714
C 4.0353 1.3864 -7.5507
C 2.6625 -0.0526 -5.8871
O 2.7116 -1.3453 -5.2896
C 1.1578 0.2184 -6.1318
C 0.6063 1.5725 -6.6240
C 0.4706 2.6131 -5.5379
C -0.5005 2.4505 -4.5524
C -0.6434 3.3586 -3.5164
C 0.2005 4.4568 -3.4628
Cl 0.0411 5.5984 -2.1692
C 1.1614 4.6570 -4.4407
C 1.2840 3.7404 -5.4752
C 3.2713 0.8908 -4.8191
N 2.9726 0.4890 -3.4621
C 1.8133 0.4981 -2.8002
N 1.9896 0.0010 -1.5943
C 3.3077 -0.3257 -1.5699
N 3.9375 -0.0377 -2.6849
H 5.5175 -0.7671 -7.7507
H 4.5827 -1.9253 -6.7966
H 5.3510 -0.5602 -6.0024
H 3.5452 -0.7580 -9.1955
H 2.0269 0.0007 -8.7176
H 2.4365 -1.6269 -8.1395
H 4.5905 1.3367 -8.4886
H 4.6985 1.8165 -6.7997
H 3.2027 2.0702 -7.7011
H 2.2167 -1.9693 -5.8318
H 0.6600 -0.0148 -5.1876
H 0.8216 -0.5488 -6.8343
H -0.3957 1.3664 -7.0077
H 1.1857 1.9644 -7.4567
H -1.1648 1.5938 -4.5935
H -1.4012 3.2140 -2.7572
H 1.8089 5.5220 -4.3922
H 2.0250 3.9194 -6.2465
H 2.9238 1.9056 -4.9696
H 4.3546 0.8652 -4.8835
H 0.8910 0.9157 -3.1698
H 3.8019 -0.7687 -0.7205
N 3.2355 0.8778 1.5487
C 4.0821 0.6587 2.5761
C 3.4137 -0.1486 3.4645
C 2.1538 -0.3646 2.8792
N 2.0602 0.2629 1.7188
H 3.3858 1.4420 0.7311
H 5.0703 1.0851 2.6082
H 3.7739 -0.5403 4.3994
H 1.3302 -0.9458 3.2586
*
```

Calculated values
Gap between HOMO and LUMO (alpha / beta) = 6.2478 / 7.0711 eV
ΔE to the lowest compared entry with this formula, charge and spin = 1.598 eV
Calculated total energy = -107023.5131 eV
HOMO level (alpha / beta) = -5.856 / -7.624 eV

Here is a structure of composition C45H47N5O4PV from OMol25. Energies are from the ωB97M-V functional and the def2-TZVPD basis.

```
! wB97M-V def2-TZVPD RIJCOSX def2/J DEFGRID3
* xyz 2 3
V -0.3770 0.0341 0.0175
C 2.5449 2.8804 -0.5801
C 3.4545 2.0486 -1.4411
C 4.7634 2.4641 -1.6595
C 5.6184 1.7496 -2.4845
C 5.1712 0.5975 -3.1115
C 3.8704 0.1665 -2.9035
C 3.0065 0.8776 -2.0702
P 1.2844 0.3122 -1.8723
C 1.3830 -1.4228 -2.4367
C 2.0253 -2.2196 -1.3276
C 1.8821 -3.7418 -1.3443
C 1.2732 -4.3095 -2.5844
C 0.8188 -3.5118 -3.5483
C 0.7987 -2.0297 -3.4757
C 0.1172 -1.3216 -4.6230
C 0.3129 1.3938 -2.9517
C 0.8654 2.2198 -3.9261
C 0.0703 3.1503 -4.5757
C -1.2717 3.2631 -4.2321
C -1.8276 2.4286 -3.2716
C -1.0529 1.4684 -2.6229
C -1.6305 0.4620 -1.6584
H 3.1155 3.5650 0.0464
H 1.9420 2.2472 0.0712
H 1.8704 3.4767 -1.2026
H 5.1159 3.3669 -1.1747
H 6.6324 2.0945 -2.6392
H 5.8292 0.0369 -3.7621
H 3.5230 -0.7305 -3.4017
H 3.0242 -1.8489 -1.0971
H 2.7909 -4.2802 -1.0748
H 1.2658 -5.3861 -2.7033
H 0.4294 -3.9548 -4.4591
H -0.3723 -2.0405 -5.2791
H 0.8399 -0.7709 -5.2280
H -0.6254 -0.5969 -4.2895
H 1.9215 2.1504 -4.1601
H 0.4965 3.7932 -5.3341
H -1.8910 4.0036 -4.7222
H -2.8806 2.5180 -3.0278
H -1.6666 -0.4826 -2.2136
H -2.6591 0.7477 -1.4018
O -2.9747 -0.7979 6.3863
C -3.0945 -1.8941 5.5106
C -2.5640 -1.4913 4.1644
C -2.3108 -2.4405 3.1800
C -1.8347 -2.0290 1.9541
N -1.6234 -0.7434 1.6420
C -1.8388 0.1725 2.6073
C -2.3054 -0.1631 3.8653
C -1.5067 1.5610 2.2167
C -1.7393 2.6553 3.0241
C -1.4186 3.9318 2.5717
C -1.6438 5.1203 3.4779
O -2.8744 5.0353 4.1623
C -0.9130 4.0564 1.2856
C -0.6969 2.9194 0.5349
N -0.9488 1.6848 0.9936
H -3.3123 -1.0377 7.2549
H -4.1412 -2.1949 5.3827
H -2.5425 -2.7693 5.8661
H -2.4559 -3.4962 3.3711
H -1.5615 -2.7529 1.1980
H -2.4501 0.5810 4.6336
H -2.1910 2.5427 3.9995
H -1.5375 6.0529 2.9195
H -0.8727 5.1109 4.2502
H -3.5933 5.2809 3.5704
H -0.6851 5.0272 0.8644
H -0.3158 2.9833 -0.4771
O 0.9824 -3.7118 -0.1854
C 1.0672 -2.2954 -0.0869
O -0.1401 -1.6939 -0.3076
C 1.6936 -1.7637 1.1826
C 2.5906 -2.5452 1.9263
C 3.2442 -1.9617 2.9698
C 3.0166 -0.6018 3.2695
C 3.6884 0.0557 4.3280
C 3.4428 1.3692 4.5941
C 2.5093 2.0813 3.8098
C 1.8435 1.4723 2.7841
C 2.0832 0.1124 2.4833
N 1.4205 -0.4937 1.4442
H 2.7311 -3.5840 1.6624
H 3.9454 -2.5264 3.5728
H 4.4030 -0.5039 4.9188
H 3.9625 1.8696 5.3997
H 2.3248 3.1266 4.0234
H 1.1425 2.0303 2.1827
N -5.0856 -3.8245 -1.3727
C -4.4674 -3.4685 -2.6499
C -3.6260 -2.2065 -2.4423
N -2.9114 -2.3591 -1.1327
H -5.2833 -4.8140 -1.3092
H -5.9595 -3.3318 -1.2298
H -3.5531 -3.0006 -0.6164
H -5.1822 -3.2892 -3.4532
H -3.8183 -4.2885 -2.9586
H -4.2501 -1.3181 -2.3780
H -2.9056 -2.0708 -3.2444
H -1.9733 -2.7610 -1.2272
H -2.7921 -1.4777 -0.6301
*
```

Calculated values
Gap between HOMO and LUMO (alpha / beta) = 7.5968 / 7.3418 eV
ΔE to the lowest compared entry with this formula, charge and spin = 0.984 eV
Calculated total energy = -98034.0142 eV
HOMO level (alpha / beta) = -12.821 / -12.803 eV

Here is a structure of composition C45H47N6O4S3W from OMol25. Energies are from the ωB97M-V functional and the def2-TZVPD basis.

```
! wB97M-V def2-TZVPD RIJCOSX def2/J DEFGRID3
* xyz 1 3
W -0.0634 0.5142 0.2336
C -3.2226 -0.2988 -3.9948
C -3.4558 0.6093 -2.7810
C -4.4682 1.6993 -3.1482
C -3.9146 -0.1301 -1.5283
C -5.0469 -0.9260 -1.6202
C -5.5448 -1.6049 -0.5206
C -4.9283 -1.4496 0.7064
C -3.8074 -0.6359 0.8535
C -3.2206 -0.4786 2.2424
C -1.8550 -1.1343 2.3093
C -3.1906 0.9554 2.7709
C -3.2785 -0.0185 -0.2785
N -2.0863 0.8071 -0.2149
C -2.4063 2.1303 -0.5327
O -3.4602 2.6825 -0.3314
C -1.2729 2.8031 -1.2264
C -1.3170 4.0421 -1.8196
C -0.1596 4.5203 -2.4328
C 0.9967 3.7527 -2.3973
C 0.9559 2.5352 -1.7457
N -0.1628 2.0619 -1.2109
C 2.1120 1.6237 -1.5434
O 3.1789 1.8394 -2.0737
N 1.7767 0.5429 -0.7393
C 2.7835 -0.5049 -0.8676
C 3.9435 -0.4273 -0.0920
C 4.9175 -1.4049 -0.2760
C 4.7572 -2.4102 -1.2098
C 3.6251 -2.4321 -2.0067
C 2.6287 -1.4724 -1.8684
C 1.4851 -1.4610 -2.8705
C 1.0801 -2.8626 -3.3412
C 1.8661 -0.6271 -4.1039
C 4.2252 0.7290 0.8579
C 4.7952 0.2891 2.2110
C 5.2119 1.7134 0.2099
H -2.9120 0.3073 -4.8467
H -4.1333 -0.8234 -4.2858
H -2.4435 -1.0389 -3.8176
H -2.4921 1.0855 -2.5802
H -5.4203 1.2457 -3.4273
H -4.1107 2.2754 -4.0029
H -4.6515 2.3785 -2.3158
H -5.5531 -1.0168 -2.5729
H -6.4196 -2.2337 -0.6164
H -5.3334 -1.9422 1.5814
H -3.8691 -1.0464 2.9151
H -1.1459 -0.5177 1.7185
H -1.8521 -2.1206 1.8458
H -1.4474 -1.1841 3.3190
H -2.4720 1.5787 2.2334
H -2.9099 0.9505 3.8260
H -4.1677 1.4273 2.6760
H -2.2429 4.5992 -1.7911
H -0.1594 5.4857 -2.9194
H 1.9316 4.0714 -2.8360
H 5.8276 -1.3691 0.3050
H 5.5257 -3.1612 -1.3360
H 3.5263 -3.1938 -2.7669
H 0.6142 -0.9856 -2.4022
H 1.7748 -3.2285 -4.0984
H 0.0930 -2.8330 -3.8020
H 1.0540 -3.5890 -2.5282
H 2.7281 -1.0791 -4.5976
H 2.1346 0.3979 -3.8571
H 1.0393 -0.6119 -4.8169
H 3.2799 1.2554 1.0366
H 5.6866 -0.3230 2.0888
H 4.0854 -0.2676 2.8203
H 5.0938 1.1689 2.7828
H 6.1837 1.2296 0.0935
H 5.3463 2.5838 0.8535
H 4.8799 2.0448 -0.7715
O 2.4336 -0.8245 4.1978
S 1.2024 -0.0985 4.2434
O 0.0272 -0.7499 4.7319
N 0.8897 0.5620 2.6877
C 0.7235 1.8533 2.8011
S 0.1633 2.7033 1.4438
C 1.0161 2.4532 4.1116
C 0.9690 3.7840 4.4900
C 1.2903 4.0916 5.8052
C 1.6393 3.0921 6.7107
C 1.6739 1.7532 6.3332
C 1.3630 1.4734 5.0210
H 0.6902 4.5531 3.7819
H 1.2669 5.1210 6.1339
H 1.8850 3.3597 7.7290
H 1.9326 0.9731 7.0349
N 2.0042 -1.9473 1.6145
C 1.0167 -2.4497 0.8820
N 0.1822 -1.7558 0.1174
C -0.7084 -2.6376 -0.5372
C -1.6814 -2.2873 -1.4548
C -2.5046 -3.2725 -1.9726
C -2.3475 -4.6074 -1.6108
C -1.3532 -4.9775 -0.7229
C -0.5508 -3.9793 -0.1964
S 0.7738 -4.1652 0.9127
H 2.1817 -0.9531 1.6593
H 2.5258 -2.5255 2.2526
H -1.7692 -1.2582 -1.7724
H -3.2787 -3.0019 -2.6756
H -2.9977 -5.3611 -2.0317
H -1.2049 -6.0122 -0.4469
*
```

Calculated values
Gap between HOMO and LUMO (alpha / beta) = 6.9005 / 6.7464 eV
ΔE to the lowest compared entry with this formula, charge and spin = 0.000 eV
Calculated total energy = -98887.7087 eV
HOMO level (alpha / beta) = -10.792 / -10.890 eV

Here is a structure of composition C45H48N2O9PRuSTe from OMol25. Energies are from the ωB97M-V functional and the def2-TZVPD basis.

```
! wB97M-V def2-TZVPD RIJCOSX def2/J DEFGRID3
* xyz -1 1
Ru -0.9812 0.0534 -0.9337
O -3.4054 1.7154 1.8460
C -2.5941 1.7744 0.9291
O -1.6167 0.9354 0.7872
C -2.6192 2.9486 -0.0093
C -2.7152 4.2146 0.5588
C -2.7224 5.3550 -0.2319
C -2.6446 5.2228 -1.6129
C -2.5551 3.9600 -2.1850
C -2.5449 2.8038 -1.4001
S -2.5327 1.2158 -2.1785
H -2.7960 4.2851 1.6375
H -2.7873 6.3341 0.2267
H -2.6455 6.1025 -2.2462
H -2.4802 3.8494 -3.2606
C 2.0097 -1.3904 4.9957
C 1.6370 -2.0157 3.6783
C 1.9020 -3.4950 3.5968
O 0.2558 -1.7510 3.4275
C 0.0929 -1.1998 2.1693
C 1.4743 -0.7846 1.7167
O 2.3505 -1.3413 2.6368
C 2.3625 1.3356 2.4910
O 1.4895 0.6501 1.7617
C 1.7880 2.3923 3.2756
C 0.3853 2.4659 3.4229
C -0.1873 3.4807 4.1715
C 0.6020 4.4514 4.7837
C 1.9851 4.4097 4.6148
C 2.5722 3.4053 3.8667
C 3.7744 1.0379 2.2914
C 4.1752 0.5385 1.0456
C 5.5031 0.2071 0.8199
C 6.4499 0.3535 1.8299
C 6.0535 0.8318 3.0762
C 4.7280 1.1682 3.3082
C -1.1790 -3.1666 1.5201
O -0.3861 -2.1381 1.1674
C -2.3546 -2.9329 2.3595
C -2.9863 -1.6852 2.3382
C -4.0784 -1.4339 3.1585
C -4.5586 -2.4249 4.0071
C -3.9272 -3.6672 4.0473
C -2.8324 -3.9183 3.2358
C -0.7956 -4.3991 0.8962
C -1.6664 -5.5079 0.8016
C -1.2672 -6.6722 0.1674
C 0.0034 -6.7777 -0.3992
C 0.8591 -5.6796 -0.3417
C 0.4716 -4.5022 0.2791
H 1.4461 -1.8530 5.8080
H 1.7830 -0.3231 4.9653
H 3.0767 -1.5268 5.1807
H 1.3188 -4.0172 4.3579
H 2.9628 -3.6916 3.7647
H 1.6224 -3.8784 2.6139
H -0.5971 -0.3683 2.2076
H 1.7114 -1.1159 0.7051
H -0.2512 1.7482 2.9242
H -1.2667 3.5136 4.2606
H 0.1466 5.2424 5.3676
H 2.6108 5.1768 5.0558
H 3.6409 3.4233 3.7046
H 3.4372 0.4386 0.2566
H 5.7969 -0.1657 -0.1544
H 7.4854 0.0904 1.6516
H 6.7764 0.9281 3.8778
H 4.4184 1.4929 4.2940
H -2.6385 -0.8965 1.6837
H -4.5234 -0.4470 3.1155
H -5.4120 -2.2284 4.6457
H -4.2741 -4.4371 4.7264
H -2.3097 -4.8641 3.3175
H -2.6708 -5.4374 1.1964
H -1.9584 -7.5046 0.1096
H 0.3092 -7.6914 -0.8944
H 1.8385 -5.7294 -0.8036
H 1.1243 -3.6378 0.2658
C 4.3153 -1.8054 -3.2326
C 3.0175 -2.0412 -3.9665
O 2.1999 -0.8574 -3.8692
P 0.9690 -0.7993 -2.8215
O 1.0299 -1.9253 -1.8346
Te 1.0190 1.4504 -2.0013
O -0.2804 -1.0936 -3.7883
C -0.6104 -0.1783 -4.8626
C -0.2200 -0.8006 -6.1802
H 4.9617 -2.6853 -3.3022
H 4.1181 -1.6066 -2.1765
H 4.8495 -0.9486 -3.6463
H 2.4932 -2.8996 -3.5526
H 3.1812 -2.2207 -5.0284
H -0.1136 0.7768 -4.6997
H -1.6779 0.0112 -4.7888
H 0.8632 -0.9065 -6.2540
H -0.5653 -0.1725 -7.0059
H -0.6717 -1.7898 -6.2928
C -3.4606 -3.1826 -3.9486
N -2.6325 -3.4245 -2.7667
C -1.5002 -4.3433 -2.9344
C -2.4887 -2.4364 -1.9027
N -2.2878 -1.5725 -1.1661
H -3.9359 -4.1166 -4.2453
H -2.8433 -2.8096 -4.7707
H -4.2264 -2.4496 -3.7117
H -1.8811 -5.3492 -3.1064
H -0.8942 -4.3319 -2.0358
H -0.8859 -4.0186 -3.7775
*
```

Calculated values
Gap between HOMO and LUMO = 2.2530 eV
Calculated total energy = -98851.6773 eV
HOMO level = -2.207 eV

> What is the calculated total energy in the third record?

-98887.7087 eV

> Which of these has the highest calculated total energy?

C45H47N5O4PV

> Which of these has the lowest calculated total energy?

C45H47Cl3N5OPPt

> Among the records above, which one has the highest calculated total energy?

C45H47N5O4PV